{
  "formula": "C13H17BN2O9Pb3",
  "method": "ωB97M-V with the def2-TZVPD basis set",
  "species": ["Pb", "Pb", "Pb", "O", "C", "O", "B", "O", "C", "O", "O", "C", "O", "C", "O", "O", "C", "O", "H", "H", "H", "C", "C", "C", "C", "N", "H", "H", "H", "H", "H", "H", "H", "C", "C", "C", "C", "N", "H", "H", "H", "H", "H", "H", "H"],
  "coordinates": [[-2.94825, -1.37413, 0.67874], [-0.76280, -4.15148, 2.43107], [-0.70100, 0.00194, 3.78015], [-3.77917, 6.82963, 2.62960], [-3.45315, 6.07292, 1.76335], [-2.36973, 5.31783, 1.82262], [-2.35932, 4.33381, 0.71875], [-3.49634, 4.74939, -0.13580], [-4.20217, 5.82327, 0.39690], [-5.20632, 6.32355, -0.00065], [-2.55141, 2.94373, 1.19138], [-1.65735, 2.12287, 0.78522], [-1.58031, 0.88198, 0.93410], [-0.55826, 3.07801, 0.11151], [-1.06107, 4.33238, 0.08512], [0.45304, 2.63736, -0.51545], [0.72552, -1.50719, 0.56430], [-0.36851, -1.59457, 1.50715], [1.33344, -0.60269, 0.54404], [1.37647, -2.38050, 0.60558], [0.32484, -1.63470, -0.44133], [3.79663, 2.05618, 0.39553], [4.51221, 1.01616, 1.25158], [4.08308, 0.92386, 2.68565], [2.65683, 1.06640, 2.98559], [1.51808, 1.18457, 3.29158], [4.10541, 2.03659, -0.64963], [3.97563, 3.06148, 0.77687], [2.70970, 2.04384, 0.31476], [5.56788, 1.21736, 1.06937], [4.37968, -0.00736, 0.90096], [4.52338, 1.78548, 3.18749], [4.63843, 0.10925, 3.15050], [0.05647, -4.63635, -4.01223], [-1.38528, -5.10624, -4.08214], [-1.92995, -5.39998, -2.56938], [-1.87079, -4.35667, -1.52815], [-1.82627, -3.58974, -0.65800], [0.35502, -4.22885, -4.97810], [0.79806, -5.26456, -3.51879], [0.19255, -3.84835, -3.27153], [-1.46198, -5.96484, -4.74924], [-2.02787, -4.33801, -4.51224], [-1.55448, -6.32998, -2.14252], [-2.97062, -5.63345, -2.79433]],
  "orbital_gap_ev": 1.6,
  "de_lowest_kcal_mol": 0.0,
  "total_charge": 4,
  "mol_weight_da": 977.7,
  "e_lumo_ev": -16.7
}